(1)
C3H32N2O15 | ωB97M-V/def2-TZVPD

## Properties
Orbital gap ... 10.1 eV
Maximum force ... 0.0503 hartree/bohr
Charge ... 0

CARTESIAN COORDINATES (ANGSTROEM)
O 0.477 -2.074 1.056
C 0.219 -1.549 0.007
C 0.288 -0.043 -0.148
N -0.560 0.495 -1.229
C -0.458 1.784 -1.566
N -1.061 2.161 -2.752
O -0.001 2.660 -0.835
H -0.084 -2.199 -0.856
H -0.123 0.241 0.837
H 1.290 0.291 -0.440
H -1.013 -0.233 -1.758
H -1.254 3.126 -2.953
H -1.376 1.517 -3.454
H -4.086 -0.831 -1.625
H -4.073 -1.690 -0.506
O -3.862 -1.762 -1.465
H -2.415 0.438 2.955
H -2.609 1.678 2.036
O -2.419 0.697 2.021
H -1.251 3.579 2.565
H -2.542 4.035 1.761
O -2.169 3.327 2.298
H -3.910 -0.016 1.541
H -3.437 -1.369 1.254
O -4.212 -0.834 1.041
H 0.607 -1.149 -3.563
H -0.356 -0.942 -4.661
O -0.015 -0.468 -3.892
H 2.169 -1.815 3.522
H 0.921 -1.709 2.749
O 1.216 -1.889 3.664
H 1.344 -3.006 -3.365
H 1.485 -2.363 -1.898
O 1.831 -2.402 -2.793
H 1.343 1.148 -3.550
H 2.166 2.026 -2.716
O 2.272 1.229 -3.256
H 3.355 -1.304 -1.488
H 3.773 -0.871 -0.266
O 2.926 -1.218 -0.612
H 2.554 1.580 2.277
H 2.424 0.347 1.239
O 2.844 0.708 2.018
H 2.323 -4.026 -0.470
H 1.391 -4.294 0.754
O 1.429 -4.258 -0.204
H 1.057 1.229 3.688
H 0.609 -0.242 3.924
O 0.440 0.686 4.172
H 0.967 3.829 1.663
H 0.269 2.938 0.730
O 0.319 3.109 1.720

---

(2)
C3H32O13 | ωB97M-V/def2-TZVPD

## Properties
Orbital gap ... 4.3 eV
Maximum force ... 0.0395 hartree/bohr
Charge ... 0

CARTESIAN COORDINATES (ANGSTROEM)
O 28.550 -13.063 20.509
H 28.679 -12.781 19.600
H 29.064 -12.516 21.108
H 28.930 -13.927 20.681
C 30.922 -8.114 24.728
C 31.202 -9.603 24.656
C 30.629 -10.282 26.008
O 30.637 -10.214 23.534
H 29.838 -8.006 24.684
H 31.258 -7.497 23.894
H 31.255 -7.635 25.648
H 32.288 -9.703 24.651
H 30.896 -11.333 26.114
H 29.548 -10.162 26.083
H 31.014 -9.767 26.888
O 28.147 -11.854 16.711
H 27.838 -10.949 16.754
H 27.680 -12.232 15.966
O 26.715 -9.183 22.805
H 26.394 -8.786 23.616
H 27.653 -9.307 22.954
O 25.271 -12.606 23.953
H 26.022 -13.119 24.253
H 25.653 -11.795 23.617
O 30.694 -7.901 19.994
H 31.615 -7.641 19.951
H 30.655 -8.527 20.717
O 33.232 -13.540 22.012
H 33.045 -13.377 21.088
H 32.895 -12.767 22.465
O 31.987 -12.485 18.659
H 32.307 -11.583 18.670
H 31.737 -12.639 17.748
O 25.092 -10.467 19.297
H 25.178 -10.086 20.171
H 25.633 -9.908 18.738
O 29.460 -16.958 20.242
H 28.859 -17.550 19.789
H 30.283 -17.036 19.760
O 26.867 -18.395 23.260
H 27.447 -17.674 23.015
H 27.274 -19.172 22.877
O 24.373 -14.504 18.435
H 24.593 -13.686 18.879
H 23.656 -14.273 17.845
O 28.516 -14.541 24.639
H 28.850 -13.673 24.864
H 28.660 -15.065 25.427

---

Looking at relative energy (zero: lowest compared OMol25 entry of this formula, charge and spin) for the records above, in order, we have 83.79, 762.18 kJ/mol.